Below is a single C5H8O2 molecule, with properties calculated with ωB97M-V with the def2-TZVPD basis set.

Each line ends with the Mulliken charge.
Atoms and positions in Å:
1 C 1.48 0.24 -1.14  -1.278
2 C 1.10 -0.29 0.22  0.894
3 O 1.93 -0.69 1.02  -0.622
4 C -0.34 -0.38 0.59  0.745
5 O -0.57 -1.27 1.62  -0.596
6 C -1.44 -0.19 -0.41  -0.726
7 C -1.14 0.91 0.57  -0.782
8 H 1.14 -0.49 -1.88  0.331
9 H 1.00 1.19 -1.38  0.338
10 H 2.57 0.34 -1.21  0.334
11 H 0.29 -1.38 2.05  0.363
12 H -2.33 -0.79 -0.23  0.278
13 H -1.20 -0.03 -1.46  0.210
14 H -0.68 1.82 0.22  0.238
15 H -1.81 1.02 1.42  0.273

Results
Relative energy (zero: lowest compared OMol25 entry of this formula, charge and spin) = 102.4 kJ/mol
Lowest unoccupied orbital energy = 0.9 eV
Multiplicity = 1
E_tot = -345.76596 Ha
Strongest force on any atom = 0.46 eV/Å